Entry 1:
The following is a quantum chemistry calculation of a structure of composition C12H30N2O4Tl, from OMol25.

The geometry in ORCA input format:
```
! wB97M-V def2-TZVPD RIJCOSX def2/J DEFGRID3
* xyz 3 1
Tl -0.666 -0.216 -0.914
C 0.132 2.722 0.994
O 0.242 1.298 0.814
C 0.775 0.672 1.981
C 0.869 -0.854 1.899
N -0.155 -1.554 1.122
C -1.476 -1.143 1.569
C -2.543 -1.969 0.957
O -2.720 -1.672 -0.441
C -3.623 -2.645 -1.113
H 1.079 3.099 1.382
H -0.590 2.998 1.763
H -0.142 3.411 0.195
H 0.142 0.778 2.862
H 1.748 1.105 2.210
H 0.881 -1.155 2.946
H 1.810 -1.141 1.429
H -0.085 -2.536 1.347
H -1.622 -0.089 1.334
H -1.356 -1.220 2.650
H -3.441 -1.797 1.550
H -2.284 -3.017 1.105
H -3.103 -3.449 -1.635
H -4.173 -2.164 -1.922
H -4.420 -2.972 -0.445
C -1.885 2.637 -2.560
O -0.762 2.301 -1.699
C 0.504 2.944 -1.897
C 1.540 2.275 -1.081
N 1.409 0.779 -1.114
C 2.328 0.298 -0.066
C 2.523 -1.162 -0.367
O 1.279 -1.790 0.037
C 1.424 -3.160 0.326
H -1.451 2.849 -3.537
H -2.323 3.556 -2.170
H -2.504 1.768 -2.339
H 0.443 3.943 -1.465
H 0.758 3.017 -2.954
H 1.516 2.705 -0.080
H 2.458 2.490 -1.628
H 1.767 0.611 -2.043
H 1.895 0.513 0.911
H 3.355 0.663 -0.093
H 3.388 -1.616 0.115
H 2.605 -1.503 -1.400
H 2.225 -3.296 1.053
H 1.682 -3.845 -0.482
H 0.546 -3.465 0.894
*
```

Calculated values
Kohn-Sham gap   0.194 hartree
E_tot   -1056.62228 a.u.

***

Entry 2:
The following is a quantum chemistry calculation of a structure of composition C12H30N4O6Sr, from OMol25.

The geometry in ORCA input format:
```
! wB97M-V def2-TZVPD RIJCOSX def2/J DEFGRID3
* xyz 0 1
Sr -1.304 -33.395 25.926
O -2.941 -31.708 25.481
H -3.195 -31.234 24.681
O 0.462 -34.969 25.763
H 0.852 -35.622 25.172
C 1.342 -31.627 24.255
O 0.335 -31.672 24.940
N 1.403 -31.087 23.022
C 2.602 -31.138 22.230
C 0.212 -30.571 22.400
H 2.303 -32.025 24.614
H 3.472 -31.296 22.866
H 2.763 -30.173 21.736
H 2.565 -31.927 21.477
H 0.028 -31.089 21.456
H -0.623 -30.738 23.078
H 0.319 -29.499 22.218
C -3.453 -36.161 24.610
O -3.003 -35.145 25.103
N -4.537 -36.806 25.083
C -5.000 -38.046 24.512
C -5.260 -36.254 26.212
H -3.015 -36.629 23.716
H -6.085 -38.114 24.590
H -4.565 -38.928 24.997
H -4.755 -38.115 23.450
H -6.065 -35.611 25.861
H -5.650 -37.078 26.811
H -4.572 -35.692 26.839
C -1.475 -35.728 28.497
O -1.909 -34.650 28.115
N -2.056 -36.488 29.433
C -1.496 -37.747 29.847
C -3.291 -36.082 30.046
H -0.550 -36.154 28.083
H -2.211 -38.555 29.669
H -1.280 -37.725 30.920
H -0.570 -37.942 29.315
H -4.131 -36.673 29.656
H -3.248 -36.278 31.120
H -3.462 -35.030 29.852
C -0.746 -30.734 28.269
O -0.394 -31.789 27.789
N 0.094 -29.777 28.722
C -0.430 -28.497 29.180
C 1.527 -29.902 28.533
H -1.806 -30.452 28.362
H -1.352 -28.650 29.733
H -0.591 -27.811 28.342
H 0.309 -28.026 29.827
H 1.885 -29.151 27.829
H 2.044 -29.812 29.492
H 1.733 -30.900 28.153
*
```

Calculated values
Kohn-Sham gap   0.269 hartree
E_tot   -1176.50282 a.u.

***

Entry 3:
The following is a quantum chemistry calculation of a structure of composition C12H30N6O6Zn, from OMol25.

The geometry in ORCA input format:
```
! wB97M-V def2-TZVPD RIJCOSX def2/J DEFGRID3
* xyz 2 1
Zn -1.427 25.380 4.835
O -1.933 26.331 3.105
C -2.188 26.720 1.965
N -2.673 25.894 1.029
C -2.178 28.185 1.633
H -2.796 24.921 1.265
H -3.021 26.187 0.133
H -1.159 28.541 1.813
H -2.878 28.683 2.296
H -2.343 28.410 0.582
O -1.201 27.095 6.024
C -0.879 28.113 6.623
N 0.362 28.332 7.103
C -1.883 29.262 6.824
H 1.077 27.647 6.932
H 0.552 29.172 7.620
H -1.823 29.916 5.956
H -1.593 29.838 7.702
H -2.865 28.823 6.948
O -1.703 23.642 3.890
C -1.037 22.835 3.235
N -0.054 23.232 2.405
C -1.246 21.347 3.342
H 0.192 24.202 2.301
H 0.342 22.557 1.773
H -1.970 20.969 2.623
H -1.664 21.212 4.341
H -0.346 20.737 3.309
O 0.593 25.734 4.275
C 1.791 26.037 4.247
N 2.151 27.331 4.125
C 2.874 25.047 4.390
H 1.370 27.970 4.080
H 3.069 27.702 4.288
H 3.855 25.511 4.481
H 2.825 24.290 3.609
H 2.791 24.504 5.338
O -3.189 25.249 5.657
C -4.052 25.179 6.545
N -4.263 24.065 7.231
C -4.939 26.358 6.841
H -3.763 23.213 7.049
H -4.853 24.094 8.048
H -5.984 26.117 6.645
H -4.629 27.228 6.272
H -4.926 26.627 7.901
O -0.638 24.224 6.401
C -0.306 23.493 7.342
N 0.186 24.033 8.465
C -0.479 21.991 7.235
H 0.416 25.011 8.464
H 0.374 23.510 9.304
H -1.509 21.729 7.010
H -0.139 21.441 8.110
H 0.166 21.726 6.397
*
```

Calculated values
Kohn-Sham gap   0.409 hartree
E_tot   -3034.30462 a.u.

***

Entry 4:
The following is a quantum chemistry calculation of a structure of composition C12H30O12S2V, from OMol25.

The geometry in ORCA input format:
```
! wB97M-V def2-TZVPD RIJCOSX def2/J DEFGRID3
* xyz -1 1
O -16.644 -19.791 -23.252
V -17.504 -19.279 -22.040
O -18.630 -18.285 -22.588
C -19.186 -21.870 -23.857
C -19.795 -21.883 -22.472
C -19.812 -23.352 -21.979
O -19.005 -21.171 -21.575
H -19.352 -20.882 -24.286
H -19.595 -22.631 -24.522
H -18.121 -22.094 -23.912
H -20.830 -21.546 -22.527
H -20.517 -23.893 -22.610
H -20.290 -23.429 -21.002
H -18.797 -23.750 -22.000
C -18.880 -16.868 -18.698
C -18.716 -18.414 -18.765
O -19.326 -19.191 -17.945
O -18.219 -18.944 -19.799
H -18.112 -16.335 -19.258
H -18.700 -16.662 -17.643
H -19.887 -16.510 -18.913
C -14.841 -17.384 -22.034
O -16.287 -17.315 -22.050
H -14.393 -16.840 -21.201
H -14.444 -18.398 -22.068
H -14.531 -16.842 -22.928
H -16.550 -16.403 -22.192
O -13.233 -20.329 -20.867
S -14.447 -21.142 -20.807
O -15.785 -20.507 -20.866
O -14.356 -22.159 -22.157
C -15.453 -23.097 -22.171
C -14.911 -24.509 -22.368
C -14.315 -22.454 -19.524
H -15.921 -22.902 -23.135
H -16.226 -23.018 -21.407
H -14.371 -24.807 -21.470
H -14.378 -24.617 -23.313
H -15.710 -25.221 -22.573
H -13.891 -21.890 -18.693
H -13.813 -23.375 -19.819
H -15.302 -22.690 -19.125
O -21.333 -19.330 -20.529
S -22.360 -18.757 -21.412
O -23.553 -19.576 -21.782
O -22.930 -17.425 -20.548
C -23.880 -16.546 -21.143
C -24.990 -16.305 -20.137
C -21.566 -17.842 -22.903
H -24.282 -16.947 -22.074
H -23.312 -15.658 -21.416
H -24.609 -15.993 -19.165
H -25.653 -17.146 -19.933
H -25.596 -15.476 -20.504
H -20.972 -16.991 -22.567
H -22.317 -17.480 -23.604
H -20.932 -18.518 -23.476
*
```

Calculated values
Kohn-Sham gap   0.242 hartree
E_tot   -3118.41706 a.u.